76
Properties=species:S:1:pos:R:3:lowdin_charge:R:1 method="wB97M-V/def2-TZVPD" spin_multiplicity=1 gap_ha="0.18602 / 0.18599" charge=0
H 6.3949 -2.6180 -1.5007 0.104
H -0.9139 5.6770 -1.5047 0.105
C 5.7423 -0.5728 -1.5424 -0.082
H 4.0780 -3.5168 -1.5308 0.112
H 1.5259 6.2524 -1.4455 0.110
N 2.2693 0.6350 -1.6653 0.061
O 0.1426 0.7693 0.7262 -0.599
C -2.6477 -3.8186 -1.5824 -0.112
Si -2.3976 0.3310 -1.7266 0.545
H 1.1619 -2.4235 0.3810 -0.011
H 2.5270 -2.6788 4.8468 0.105
C 4.2532 -2.4478 -1.5462 -0.062
H 1.2628 -2.4478 -3.6479 -0.003
H -2.7541 0.6079 -4.2202 0.014
C -1.3072 0.8943 2.8927 -0.361
H 0.4839 -2.3151 3.4774 0.109
H -1.5885 3.3240 -1.7634 0.092
H -2.9400 2.1885 -0.0171 -0.003
C 0.3087 -2.8529 -3.3271 -0.218
C 4.6768 0.2960 -1.5848 -0.012
H 0.4248 -3.9275 -3.2301 0.013
C -3.2733 1.1725 -0.2035 -0.201
C 3.1907 0.4247 3.6733 -0.070
N 2.5782 1.9093 -1.6336 0.085
C 3.3549 -0.1973 -1.6150 -0.253
C 3.3528 -0.7586 4.3760 -0.081
H -4.3468 1.2026 -0.3611 0.019
H -2.8311 2.1866 -3.4604 -0.007
C -4.0027 -4.0955 -1.5418 -0.103
C -1.9240 0.3565 4.0086 -0.076
Si -0.3359 -2.0569 -1.6708 0.516
Pd -0.0266 0.2796 -1.6170 0.412
H -5.9776 -3.2753 -1.5667 0.096
C 2.0520 0.6262 2.9132 -0.064
H -0.4246 -3.1442 0.6197 0.010
C 3.1796 -1.5876 -1.5918 -0.020
C 2.1133 4.2034 -1.5555 0.005
H 6.7503 -0.1838 -1.5249 0.103
H 2.1800 -1.9846 -1.6086 0.034
C 2.3877 -1.7510 4.3122 -0.076
C 1.6563 2.8614 -1.6537 -0.327
C -4.4740 -1.7487 -1.6728 -0.111
H -0.4129 -2.6717 -4.1166 0.017
C -0.1622 4.9078 -1.5649 -0.040
H 1.9023 1.5307 2.3430 0.111
C 0.3692 -2.9876 -0.1028 -0.228
C -4.9175 -3.0575 -1.5887 -0.102
C -3.1094 1.1434 -3.3449 -0.218
C -1.4684 2.2241 2.5560 -0.089
H -1.9327 -4.6307 -1.5666 0.098
H -5.2006 -0.9516 -1.7268 0.093
C -2.1996 -2.5057 -1.6381 -0.336
H -0.9927 2.5881 1.6577 0.099
H 3.1776 4.3804 -1.5062 0.112
H -4.3487 -5.1179 -1.4812 0.095
H -3.1627 0.7853 5.7047 0.105
H -4.1941 1.0903 -3.3439 0.012
N 0.3218 2.5773 -1.7585 0.075
C -3.1168 -1.4561 -1.6832 -0.322
C 1.2468 -1.5545 3.5528 -0.089
C 1.2021 5.2217 -1.5146 -0.061
H -2.3867 4.0806 3.1074 0.105
H -1.7986 -0.6917 4.2373 0.109
C 5.5480 -1.9480 -1.5237 -0.070
H 4.8238 1.3649 -1.6006 0.100
H -3.0902 0.5931 0.6971 0.005
C -2.8260 2.5250 4.5063 -0.082
S -0.3438 -0.1631 1.7629 0.994
H 0.7730 -3.9617 -0.3622 0.020
C 1.0872 -0.3622 2.8703 -0.355
H 4.2462 -0.9144 4.9614 0.103
C -0.5376 3.5847 -1.6979 -0.129
H -3.4121 3.1670 5.1473 0.103
C -2.2399 3.0424 3.3628 -0.068
C -2.6792 1.1836 4.8243 -0.075
H 3.9532 1.1865 3.7159 0.105